# C5H9N2

The ion C5H9N2 with charge +1 at a distorted geometry (the ωB97M-V functional and the def2-TZVPD basis, the OMol25 dataset).

ΔE to the lowest compared entry with this formula, charge and spin ... 116.9 kcal/mol
LUMO energy ... -0.196 Ha
Total charge ... +1
HOMO ... -14.034 eV
SMILES ... C/N=C/C=[N+]1CC1
HOMO-LUMO gap ... 8.69 eV

XYZ file:
```
16
C5H9N2 (the ωB97M-V functional and the def2-TZVPD basis)
C -2.723 -0.500 0.584
N -1.525 0.146 0.588
C -0.987 0.550 -0.518
C 0.348 1.095 -0.831
N 1.405 0.434 -0.504
C 2.766 0.055 -0.156
C 1.585 -0.594 0.480
H -3.574 0.216 0.538
H -2.854 -1.199 1.485
H -2.659 -1.236 -0.274
H -1.557 0.462 -1.453
H 0.487 2.003 -1.496
H 3.304 0.801 0.532
H 3.380 -0.399 -0.909
H 1.238 -1.570 0.399
H 1.367 -0.265 1.532
```